1.
68
Properties=species:S:1:pos:R:3:lowdin_spin:R:1 method="wB97M-V/def2-TZVPD" spin_multiplicity=2 e_homo_ev="-19.30 / -19.30" charge=+4 lumo_energy_ev="-16.9 / -17.3" s_squared=0.76
O -2.995 3.656 -1.066 0.000
F 2.376 5.546 -1.577 0.000
F -0.525 -2.318 4.073 0.000
H -0.778 -1.664 1.479 0.011
O -2.400 0.338 4.100 0.000
O 1.510 -7.193 -2.857 0.001
C -0.187 3.490 -3.006 0.000
H 2.989 0.687 -0.997 0.000
C -1.374 -1.883 0.594 0.121
C 2.557 1.020 -0.053 0.001
C -1.343 -0.158 4.471 0.000
K -4.355 -0.712 2.292 0.005
C -2.040 4.087 -0.416 0.000
F 1.941 5.176 0.445 0.000
O -2.632 -2.551 0.844 0.707
F 0.190 -4.748 -4.969 0.000
H 2.919 0.502 2.073 0.000
F -2.391 4.611 1.851 0.000
F -0.893 5.897 0.680 0.000
K -3.904 1.227 -2.460 -0.002
H -1.307 -5.233 -0.941 0.000
C 3.441 0.484 1.117 0.001
K -1.278 -2.657 -3.788 -0.001
H -0.702 -6.787 -0.753 0.001
C 1.085 -6.122 -3.274 0.000
H -0.150 2.851 -3.889 0.000
H 3.766 -0.556 1.094 0.000
H 0.737 -4.095 -0.804 0.003
Pb -3.992 -2.246 -1.372 -0.039
C 0.088 1.658 4.026 0.000
O 2.489 2.485 0.087 0.002
C -0.085 1.895 2.481 0.000
C -0.515 2.678 -1.720 0.000
C 3.098 3.359 -0.838 0.000
H 0.646 4.192 -3.028 0.000
F 2.087 -5.820 -5.448 0.000
F 3.989 5.391 -0.294 0.000
O 0.749 -5.037 -2.519 0.001
H 0.665 2.587 2.099 0.000
H -1.099 2.183 2.201 0.000
F -2.975 6.137 0.326 0.000
O -1.904 -0.649 -1.694 0.051
C -2.076 5.210 0.631 0.000
C 0.802 -5.149 -1.073 0.005
H 0.169 0.956 1.990 0.000
H 1.711 -5.621 -0.701 0.001
C 0.917 -5.871 -4.768 0.000
C -1.190 -1.624 4.965 0.000
F -0.677 -1.654 6.230 0.000
H -0.670 -2.587 0.152 0.071
C -1.336 -0.621 -0.379 0.048
H -0.529 2.388 4.550 0.000
H -1.279 1.913 -1.857 0.000
H -1.133 4.010 -3.156 0.000
C 2.827 4.829 -0.523 0.000
H 0.393 2.094 -1.573 0.000
O 3.744 3.065 -1.825 0.001
H 4.327 1.117 1.059 0.000
F -2.442 -2.125 4.930 0.000
C -0.466 -5.757 -0.485 0.000
H 1.125 1.836 4.310 0.000
H 1.621 0.501 0.153 0.000
H -0.482 -5.564 0.588 0.000
H -1.878 0.187 0.113 0.011
F 0.213 -6.898 -5.181 0.000
H -0.308 -0.275 -0.484 0.000
O -0.746 3.622 -0.606 0.000
O -0.134 0.311 4.369 0.000

2.
9
Properties=species:S:1:pos:R:3:nbo_charge:R:1 method="wB97M-V/def2-TZVPD" smiles="O=CCP" e_homo_ev=-9.30 lumo_energy_ev=0.7 de_lowest_ev=2.264
C 0.237 -0.114 -0.892 -0.775
O 2.811 0.712 0.014 -0.512
H 0.127 -1.241 -0.882 0.244
C 1.780 0.061 -0.107 0.451
P -0.914 1.022 -0.041 0.350
H 0.162 1.450 0.819 -0.014
H 1.615 -0.623 0.665 0.070
H 0.456 0.237 -1.831 0.217
H -1.278 -0.022 0.782 -0.030

3.
18
Properties=species:S:1:pos:R:3:nbo_charge:R:1 method="wB97M-V/def2-TZVPD" smiles="C=CCN/C=C/C" e_homo_ev=-7.75 lumo_energy_ev=1.1 de_lowest_ev=3.359
H 1.886 -1.620 -1.474 0.201
C 0.735 -0.024 -1.983 -0.181
H 0.539 0.979 -1.525 0.190
H -0.168 -1.540 -3.280 0.189
C -0.157 -0.532 -2.865 -0.413
H -1.676 -0.017 0.575 0.207
H 2.605 -0.120 -0.720 0.205
H -2.255 1.576 2.280 0.206
H -0.599 1.702 2.936 0.223
C 1.709 -0.724 -0.980 -0.252
H -1.100 -0.074 -2.989 0.200
H -1.775 0.345 3.103 0.217
C 0.367 0.175 1.088 -0.018
C -0.982 0.392 1.303 -0.261
H 0.142 -1.516 0.157 0.357
H 1.102 0.821 1.530 0.170
N 0.932 -0.905 0.379 -0.598
C -1.305 1.082 2.463 -0.642

What did the third record say?
18
Properties=species:S:1:pos:R:3:nbo_charge:R:1 method="wB97M-V/def2-TZVPD" smiles="C=CCN/C=C/C" e_homo_ev=-7.75 lumo_energy_ev=1.1 de_lowest_ev=3.359
H 1.886 -1.620 -1.474 0.201
C 0.735 -0.024 -1.983 -0.181
H 0.539 0.979 -1.525 0.190
H -0.168 -1.540 -3.280 0.189
C -0.157 -0.532 -2.865 -0.413
H -1.676 -0.017 0.575 0.207
H 2.605 -0.120 -0.720 0.205
H -2.255 1.576 2.280 0.206
H -0.599 1.702 2.936 0.223
C 1.709 -0.724 -0.980 -0.252
H -1.100 -0.074 -2.989 0.200
H -1.775 0.345 3.103 0.217
C 0.367 0.175 1.088 -0.018
C -0.982 0.392 1.303 -0.261
H 0.142 -1.516 0.157 0.357
H 1.102 0.821 1.530 0.170
N 0.932 -0.905 0.379 -0.598
C -1.305 1.082 2.463 -0.642